104
Properties=species:S:1:pos:R:3:forces:R:3:lowdin_charge:R:1 method="wB97M-V/def2-TZVPD" energy_ha=-1779.59477 homo_energy_ev=-8.4 total_charge=0 molar_mass_g_mol=540.824 relative_energy_kj_mol=1139.38 e_lumo_ha=0.0114 orbital_gap_ev=8.74
N -3.69364 -2.33893 0.07771 -0.5 -4.8 -4.7 0.154
C -4.13064 -1.41693 0.86371 -5.3 3.8 1.3 -0.562
N -3.12664 -0.98993 1.68871 -1.9 -0.6 -0.3 0.141
O -5.45064 -0.87493 0.86471 7.0 -3.0 0.2 -0.173
H -4.30264 -2.88393 -0.62729 1.1 1.8 1.8 0.169
H -2.70764 -2.65193 0.05371 -1.2 0.8 0.4 0.082
H -3.52364 -0.30193 2.25471 0.3 1.5 1.2 0.085
H -2.15364 -1.00893 1.41671 -0.4 0.0 0.3 0.057
C 3.73936 -0.05993 -4.64129 1.7 -0.4 -2.4 -0.042
C 3.33336 -0.83493 -3.45329 7.2 -1.9 -0.5 -0.654
C 4.26436 -0.65893 -2.23629 3.1 -1.3 -0.6 -0.031
O 2.20236 -0.56093 -3.01129 -9.4 2.2 2.4 0.004
H 3.49036 0.99507 -4.61629 0.2 0.3 0.2 0.082
H 3.26936 -0.49393 -5.55029 -0.1 0.4 0.5 0.093
H 4.82936 -0.24993 -4.84329 -0.8 0.6 0.3 0.099
H 3.27236 -1.83093 -3.81629 0.6 -1.5 0.1 0.139
H 4.04936 -1.22993 -1.32429 -0.4 -0.2 -0.6 0.058
H 4.24736 0.36507 -1.89629 0.1 0.7 -0.2 0.054
H 5.34436 -0.93293 -2.49929 -1.2 0.6 0.4 0.101
H 2.20536 0.36607 -2.77829 -0.6 0.5 0.2 0.071
C 1.49436 -1.27993 -0.00929 -0.8 -1.1 0.2 -0.016
C 0.09236 -1.77393 -0.51829 6.5 -6.0 -2.4 -0.535
C -0.04364 -3.32493 -0.13429 1.7 1.1 -0.3 0.002
O -0.98664 -1.31093 -0.06229 -5.7 5.7 3.9 -0.061
H 1.66636 -0.25893 -0.20329 0.1 1.4 -0.6 0.029
H 2.35836 -1.83693 -0.43429 -1.0 0.2 0.1 0.084
H 1.54736 -1.35993 1.07971 -0.2 -0.3 0.1 0.070
H 0.00136 -1.71593 -1.60029 1.0 -0.1 -0.6 0.111
H -1.07164 -3.54893 -0.04129 -1.2 -0.5 -0.7 0.036
H 0.30036 -3.55193 0.87671 0.5 0.4 0.0 0.076
H 0.49636 -3.95593 -0.84029 -0.3 -0.1 0.0 0.081
H -0.95764 -0.32393 -0.05829 -0.4 -0.9 0.0 0.100
C -2.54464 -1.60293 -3.19729 1.3 0.5 0.9 -0.072
C -3.35064 -2.03393 -4.36529 2.4 -1.5 -2.7 -0.556
C -2.89264 -3.49093 -4.79029 2.8 0.4 -0.3 -0.048
O -4.63364 -2.19693 -4.05829 -3.6 1.1 2.8 -0.018
H -2.48964 -2.48593 -2.56629 0.5 0.0 0.4 0.062
H -3.03864 -0.85693 -2.57229 0.0 0.3 -0.3 0.073
H -1.48764 -1.25793 -3.49729 -1.7 -0.6 0.5 0.114
H -3.20264 -1.28093 -5.19629 -0.1 -0.8 0.4 0.148
H -3.54764 -4.34193 -4.56929 -0.4 0.8 0.1 0.072
H -1.91364 -3.76293 -4.23929 -1.2 0.4 -1.2 0.090
H -2.71264 -3.46293 -5.87629 0.2 -0.4 0.3 0.064
H -5.22564 -2.41393 -4.76029 -0.1 -0.2 -0.9 0.096
C -0.45864 1.32007 -2.17929 0.6 -1.2 -0.2 -0.022
C 0.37036 2.54307 -2.44129 -1.1 0.6 9.8 -0.637
C 1.57336 2.67807 -1.48129 -0.4 -0.7 2.3 -0.027
O 0.77436 2.85707 -3.57829 2.9 2.1 -9.2 0.039
H -1.31064 1.40007 -2.84329 -0.7 -0.2 0.4 0.093
H -0.69364 1.20907 -1.07929 0.0 0.8 -1.5 0.070
H 0.03036 0.36407 -2.43829 0.1 0.4 -0.1 0.069
H -0.20164 3.41307 -2.10029 -1.2 -0.2 0.7 0.126
H 2.01936 3.67007 -1.44529 -0.1 0.3 -0.4 0.090
H 2.35836 1.99307 -1.67329 1.0 -0.8 -0.8 0.038
H 1.38236 2.43107 -0.41329 -0.5 0.3 -0.7 0.052
H 1.15136 3.76607 -3.49129 -0.3 -1.2 -0.7 0.150
C 5.74636 0.95907 2.15671 -1.3 -0.2 1.3 -0.011
C 4.39036 1.75807 2.28871 6.3 0.7 -11.6 -0.650
C 3.45336 1.33107 1.17571 -0.1 -0.4 -1.7 -0.039
O 3.76236 1.58707 3.31071 -5.0 -2.6 10.8 0.066
H 6.18736 0.77007 1.21271 -0.1 0.1 -1.3 0.059
H 5.65936 -0.00293 2.65171 -0.5 -0.4 0.0 0.078
H 6.49436 1.42707 2.72871 1.0 1.0 0.8 0.050
H 4.64036 2.82107 2.21271 0.5 0.3 -0.9 0.146
H 3.21236 0.29707 1.44171 0.0 -0.1 -0.2 0.075
H 3.94236 1.30107 0.17571 -0.5 0.2 0.5 0.078
H 2.46036 1.85507 1.15671 1.2 -0.1 0.1 0.064
H 3.67236 2.46707 3.56971 -1.2 1.5 2.4 0.100
C -0.31164 2.35907 1.91871 -1.8 0.5 -1.3 -0.035
C -0.12364 1.10007 2.71471 7.5 5.6 1.3 -0.579
C 0.50436 1.48807 4.10871 0.3 -0.4 0.2 -0.012
O -1.04364 0.25007 2.80471 -6.5 -3.0 -0.4 0.026
H -0.63264 2.05807 0.91671 0.0 0.1 -0.2 0.050
H 0.56836 2.97807 1.75271 0.3 -0.4 0.4 0.077
H -1.09764 3.04407 2.22171 -0.3 0.0 0.5 0.091
H 0.70436 0.69407 2.15971 1.2 -0.7 -0.3 0.105
H 1.18536 2.31907 4.05371 0.3 0.5 -0.4 0.056
H 1.10136 0.70307 4.58371 -0.1 -0.2 -0.5 0.049
H -0.18164 1.74907 4.90271 -0.9 0.2 -0.1 0.078
H -0.71264 -0.44693 3.33871 0.3 -1.5 0.6 0.045
C 0.41536 -1.34493 6.15771 3.0 -2.1 -1.3 -0.015
C 0.00436 -2.23993 4.97771 -4.9 -2.3 6.0 -0.602
C -1.50864 -2.23493 4.61671 -1.0 -2.6 1.3 -0.030
O 0.48436 -1.84693 3.89371 5.9 3.0 -8.1 -0.042
H 1.54536 -1.14393 5.99371 -1.7 0.3 0.2 0.116
H 0.44536 -1.92593 7.03471 -0.5 -0.5 1.4 0.059
H -0.16464 -0.49593 6.24271 -0.9 1.9 0.2 0.046
H 0.29036 -3.27693 5.17171 0.0 -0.3 0.5 0.138
H -2.04664 -2.98793 5.25471 0.4 0.6 -0.4 0.095
H -1.70064 -2.58493 3.56671 0.5 0.5 0.9 0.094
H -2.01564 -1.31493 4.81371 -0.1 0.9 -0.1 0.068
H 1.46536 -1.83893 3.93771 -0.7 0.3 -0.4 0.149
C -3.12664 1.43707 -0.24929 0.1 -1.0 0.1 -0.036
C -3.04564 2.87107 -0.68429 0.8 -3.6 -6.0 -0.648
C -4.05264 3.15207 -1.77029 -0.4 -0.7 -1.0 -0.038
O -3.18364 3.75007 0.21571 -1.1 5.5 6.8 0.023
H -4.13164 1.00307 -0.11729 0.1 0.7 0.3 0.092
H -2.54564 1.27007 0.65371 -0.2 0.1 0.2 0.055
H -2.68764 0.76807 -0.99929 -0.1 0.3 -0.1 0.051
H -2.08364 3.14607 -1.11529 0.8 -1.3 -0.8 0.109
H -3.96564 4.15507 -2.17229 0.6 0.3 -0.4 0.073
H -5.03664 3.21507 -1.31929 -0.4 -0.8 0.0 0.090
H -3.93864 2.38907 -2.56429 -0.6 0.5 0.1 0.093
H -3.00864 4.59207 -0.22529 -0.3 0.1 0.7 0.124

***

103
Properties=species:S:1:pos:R:3:forces:R:3:mulliken_spin:R:1 method="wB97M-V/def2-TZVPD" energy_ha=-2405.37321 homo_energy_ev="-3.6 / -3.6" total_charge=-1 molar_mass_g_mol=878.630 relative_energy_kj_mol=63.83 e_lumo_ha="0.0653 / 0.0028" multiplicity=2 orbital_gap_ev="5.41 / 3.71" s2=0.804
Cs -0.34574 0.66091 0.05305 0.1 0.0 0.0 0.000
C -4.14315 -2.41545 -1.94672 -0.5 1.3 0.0 0.000
C -2.96779 -2.35284 -1.18090 -0.7 -0.5 0.0 0.001
N -2.94651 -1.31402 -0.36041 1.3 -0.3 -0.3 0.001
N -4.03434 -0.60083 -0.63292 -0.8 0.0 -0.5 0.000
C -4.79248 -1.22302 -1.58184 0.5 -0.5 -0.2 0.000
B -4.18078 0.88055 -0.18384 -1.1 -0.4 0.2 0.000
N -3.48017 1.09626 1.19296 -0.1 0.7 -1.3 0.000
C -3.31768 0.26090 2.21171 0.0 0.0 1.1 -0.001
C -2.74497 0.95499 3.26408 0.3 -0.1 0.4 0.001
C -2.54683 2.22467 2.73549 -0.9 -0.2 -1.5 0.000
N -3.04076 2.33682 1.49175 0.9 -0.3 0.6 0.000
N -3.70183 1.83330 -1.24828 1.5 -0.1 -0.5 0.000
C -4.18604 3.01641 -1.63074 -1.3 1.1 0.4 0.000
C -3.24296 3.67759 -2.39137 0.0 -0.5 0.1 0.000
C -2.16934 2.77047 -2.45877 -0.2 -0.6 0.5 0.000
N -2.43540 1.65231 -1.75655 -0.4 1.0 -0.5 0.000
N -5.69948 1.13530 0.03866 0.0 -0.2 -1.3 0.000
C -6.32553 0.90633 1.17895 -0.9 0.8 1.0 0.000
C -7.67708 1.13761 0.97671 -1.3 -0.3 0.3 0.000
C -7.76742 1.40649 -0.39041 -0.9 -0.2 -0.4 0.000
N -6.59310 1.38760 -0.95280 1.5 0.1 -0.9 0.000
H -4.42810 -3.15223 -2.71501 0.2 0.6 0.6 0.000
H -2.18164 -3.06604 -1.24673 0.6 -0.3 0.3 0.000
H -5.68219 -0.74912 -1.97250 0.0 -0.1 0.2 0.000
H -3.69904 -0.71640 2.14090 -0.2 -1.1 0.0 0.000
H -2.51374 0.70349 4.29910 -0.1 -0.4 -0.6 -0.001
H -2.02160 3.02771 3.14155 0.5 1.3 0.8 0.000
H -5.21259 3.31215 -1.32944 1.1 -0.2 -0.3 0.000
H -3.29396 4.66380 -2.81855 -0.1 0.0 -0.1 0.000
H -1.23282 2.89951 -3.00021 -0.2 -0.2 0.3 0.000
H -5.69784 0.74307 2.02306 -0.3 -0.2 0.7 0.000
H -8.60663 1.12364 1.56349 1.1 -0.2 0.3 0.000
H -8.65456 1.52654 -1.03161 0.5 0.1 0.6 0.000
C 1.79589 4.12688 0.97123 -0.4 -0.8 -0.6 -0.004
N 2.08151 2.70317 1.32751 -0.3 1.2 0.3 0.038
C 3.44300 2.41986 0.81386 -0.9 0.1 -0.2 0.026
C 1.77446 2.29562 2.64451 0.3 0.3 -0.4 0.084
C 1.43863 3.25319 3.66105 0.0 -2.2 -1.0 -0.069
C 1.11267 2.84646 4.95461 -0.1 0.1 -1.0 0.117
C 1.18705 1.49453 5.19262 1.0 -1.9 0.7 -0.078
C 1.64278 0.52316 4.24343 -1.1 1.2 2.2 0.150
C 1.85523 0.86679 2.91981 0.3 1.1 0.5 -0.022
N 2.03825 -0.10747 1.97741 -0.9 0.6 -0.8 0.424
C 2.65864 -1.24961 2.28263 -0.4 -1.9 -0.1 0.004
C 3.71733 -1.26386 3.16924 2.2 -1.0 1.9 0.175
C 4.58359 -2.36884 3.30765 -0.1 -1.1 -1.6 -0.107
C 4.28915 -3.59062 2.50283 -0.1 2.7 1.2 0.200
C 3.10785 -3.65407 1.73809 1.8 -0.2 1.0 -0.097
C 2.29881 -2.55288 1.69927 -2.1 1.4 -1.2 0.101
N 1.02674 -2.62620 1.06383 -0.8 -0.3 0.4 0.042
C -0.13342 -2.32922 1.95975 2.7 0.9 1.0 0.032
C 0.62597 -3.81470 0.26543 1.4 1.6 -1.4 -0.006
H 2.45569 4.82986 1.52786 -0.4 -0.3 -0.3 0.002
H 0.71668 4.40774 1.03438 0.8 -0.4 0.5 0.001
H 2.00685 4.15886 -0.10965 0.2 0.3 0.4 0.003
H 4.15525 3.08293 1.26772 0.4 1.1 0.0 0.001
H 3.43438 2.45692 -0.29112 0.2 0.0 0.3 -0.002
H 3.78615 1.49781 1.18583 0.1 -1.6 0.1 -0.012
H 1.35309 4.25425 3.35586 0.0 1.1 -0.2 -0.006
H 0.78553 3.57066 5.70795 0.2 -0.4 -0.3 0.004
H 1.04645 1.12530 6.21566 -0.2 0.1 -0.4 0.000
H 1.76082 -0.50115 4.61254 -0.3 0.4 -0.4 -0.001
H 3.89346 -0.41190 3.84895 0.1 -0.3 -0.9 -0.002
H 5.55390 -2.20541 3.88158 -1.6 -0.7 -0.7 -0.003
H 4.93747 -4.44389 2.51112 0.4 -0.2 0.2 0.013
H 2.87557 -4.57421 1.20146 -0.1 0.4 0.2 -0.005
H -0.20613 -3.10363 2.74739 -0.5 0.1 -0.5 -0.006
H -0.94549 -2.15460 1.32527 -1.7 -0.3 -0.6 0.005
H 0.05193 -1.37066 2.47724 -0.1 -0.4 -0.1 -0.007
H 0.57565 -4.74425 0.80625 -0.4 -0.4 0.5 0.003
H 1.35226 -3.92424 -0.55554 0.1 -0.2 0.3 0.001
H -0.28867 -3.55102 -0.29979 0.2 -0.3 0.8 0.003
C 2.73732 3.87626 -2.84595 -0.3 0.8 -1.9 0.000
O 3.07235 2.61021 -2.58857 0.6 -0.6 1.5 0.000
H 1.70885 3.87831 -3.26861 -0.5 0.7 0.4 0.000
H 3.29015 4.32575 -3.75196 0.0 -0.2 0.8 0.000
H 2.81142 4.71048 -2.06018 0.0 -0.8 -0.2 0.000
H 1.85822 1.35010 -2.24107 0.8 -0.1 -1.0 0.000
N 1.23029 0.62397 -2.66286 -0.7 -0.6 0.8 0.000
C 1.62020 -0.58192 -2.77208 2.0 1.2 0.3 0.002
C 0.67763 -1.59155 -3.26311 -1.7 0.5 -0.9 0.000
C 0.82590 -2.94700 -3.35355 1.6 -3.0 0.4 -0.002
C -0.19939 -3.81311 -3.79157 1.0 0.2 0.4 0.000
C -1.40545 -3.31545 -4.16613 -0.6 0.5 0.2 0.000
C -1.59468 -1.93848 -4.12516 0.4 0.6 0.1 0.000
C -0.56544 -1.08842 -3.70531 -0.8 -0.3 -0.9 0.000
C 3.03568 -1.01491 -2.39712 -0.5 -0.5 0.7 0.002
C 3.39533 -0.94760 -1.03856 0.7 1.0 -0.6 0.000
C 4.68573 -1.29484 -0.64731 -0.7 -0.7 1.1 0.017
C 5.56093 -1.95233 -1.50807 -0.4 0.6 1.0 -0.002
C 5.16067 -2.11222 -2.79443 -0.7 -0.2 -1.9 0.002
C 3.94622 -1.60785 -3.27234 0.0 0.3 2.3 0.000
H 1.76818 -3.54325 -3.10223 -1.0 1.5 -0.1 -0.001
H -0.02906 -4.88278 -3.79743 0.1 0.0 0.0 0.000
H -2.21455 -3.97958 -4.41356 -0.2 -0.1 -0.2 0.000
H -2.56619 -1.53636 -4.39339 0.2 0.2 -0.1 0.000
H -0.67783 -0.00970 -3.82624 -0.1 -0.4 0.5 0.000
H 2.75323 -0.44287 -0.31530 0.0 -0.3 -0.2 -0.028
H 4.90106 -1.22672 0.43099 0.2 0.2 -0.6 0.005
H 6.50915 -2.29192 -1.14523 0.4 -0.2 0.1 0.000
H 5.70481 -2.67985 -3.53285 0.6 0.0 0.1 0.000
H 3.71840 -1.69639 -4.27841 -0.5 -0.3 -1.8 0.000